Record 1
{"formula": "C29H20ClF3IrN5O5", "method": "ωB97M-V/def2-TZVPD", "symbols": ["Ir", "C", "C", "C", "C", "N", "C", "N", "C", "N", "C", "N", "C", "C", "C", "C", "C", "N", "C", "C", "C", "C", "C", "C", "H", "H", "H", "H", "H", "H", "H", "H", "H", "H", "H", "H", "F", "C", "F", "F", "C", "O", "O", "C", "C", "C", "C", "Cl", "C", "C", "C", "O", "C", "C", "O", "O", "H", "H", "H", "H", "H", "H", "H", "H"], "positions_angstrom": [[-0.409858, -0.772523, 0.344618], [-1.866223, -4.519331, -1.143069], [-1.125625, -5.500569, -0.496835], [-0.251648, -5.112756, 0.493499], [-0.090168, -3.762694, 0.806512], [-0.747403, -2.812056, 0.108257], [-1.651618, -3.201916, -0.814452], [0.707404, -3.518121, 1.913511], [0.961927, -2.378840, 2.426003], [0.628884, -1.104289, 1.939420], [1.093070, -0.136267, 2.825417], [1.010879, 1.128471, 2.730413], [0.468962, 1.829517, 1.680424], [0.566606, 3.215540, 1.814877], [0.099635, 4.051050, 0.827298], [-0.467347, 3.476293, -0.296459], [-0.547165, 2.105346, -0.381931], [-0.090647, 1.274213, 0.575703], [1.767405, -0.832620, 3.934675], [2.380487, -0.331528, 5.065080], [2.935279, -1.257838, 5.941216], [2.881272, -2.626676, 5.680239], [2.263266, -3.118634, 4.536604], [1.707731, -2.189678, 3.679022], [-2.608143, -4.761200, -1.890077], [-1.255841, -6.547146, -0.736487], [0.312982, -5.822982, 1.078401], [-2.227767, -2.418733, -1.280408], [1.028137, 3.585506, 2.717783], [0.175158, 5.125033, 0.930894], [-0.864911, 4.068471, -1.106159], [-1.043730, 1.656119, -1.222157], [2.419721, 0.731999, 5.257477], [3.425356, -0.911454, 6.841230], [3.328714, -3.316812, 6.382645], [2.214759, -4.178032, 4.324672], [-5.285838, 0.491378, 1.982911], [-4.279408, -0.351472, 2.159904], [-3.975820, -0.400576, 3.465947], [-4.664245, -1.574072, 1.771906], [-3.033562, 0.120204, 1.370685], [-2.947310, 1.210995, 0.885197], [-2.137480, -0.851348, 1.350022], [-1.341336, 2.834354, -5.313698], [-0.063198, 2.927636, -4.529004], [0.609912, 4.128519, -4.373016], [1.780280, 4.196984, -3.627982], [2.560189, 5.733686, -3.410985], [2.319095, 3.066388, -3.054259], [1.673124, 1.844227, -3.221822], [0.490717, 1.789783, -3.938073], [-0.227943, 0.627361, -4.161807], [0.223107, -0.562339, -3.565624], [-0.017091, -0.582770, -2.073377], [0.931396, -0.715981, -1.228117], [-1.184080, -0.453696, -1.557401], [-1.638836, 3.814509, -5.680294], [-2.150900, 2.427506, -4.705225], [-1.226788, 2.166910, -6.168917], [0.214309, 5.027422, -4.829631], [3.237918, 3.125903, -2.487576], [2.107026, 0.962958, -2.771929], [1.276700, -0.766096, -3.765128], [-0.379480, -1.353234, -4.010560]], "forces_ev_per_a": [[-0.49, 0.46, 1.11], [-0.02, -0.02, -0.02], [0.02, 0.03, 0.06], [-0.03, -0.07, -0.04], [0.09, 0.06, 0.21], [0.10, 0.04, -0.09], [-0.03, 0.03, 0.09], [-0.14, 0.17, -0.20], [0.24, -0.05, -0.02], [-0.47, -0.10, -0.55], [0.28, -0.17, 0.24], [-0.06, -0.04, -0.01], [-0.01, 0.10, -0.22], [0.00, 0.02, -0.01], [0.03, 0.04, 0.03], [0.02, -0.05, -0.12], [-0.05, 0.02, 0.15], [-0.06, 0.07, 0.10], [-0.09, 0.18, -0.07], [0.03, -0.02, 0.08], [0.03, 0.08, -0.02], [-0.01, -0.06, -0.04], [0.04, -0.01, 0.08], [-0.11, -0.17, -0.12], [0.01, -0.01, 0.01], [0.00, 0.01, -0.01], [0.00, 0.00, 0.00], [0.06, 0.06, -0.05], [-0.01, 0.00, 0.00], [-0.01, -0.01, -0.01], [0.01, 0.04, -0.04], [0.00, -0.06, -0.05], [0.00, -0.02, 0.00], [-0.01, -0.01, 0.00], [0.00, 0.01, 0.00], [-0.01, 0.02, 0.01], [-0.01, -0.07, 0.06], [0.05, 0.06, 0.03], [-0.07, -0.02, -0.07], [0.00, 0.11, 0.03], [0.55, -0.40, -0.11], [-0.12, 0.09, -0.02], [0.09, 0.07, -0.03], [0.02, -0.03, -0.02], [-0.04, 0.10, -0.03], [-0.10, 0.02, 0.05], [0.01, 0.10, 0.01], [-0.01, -0.06, -0.01], [0.03, -0.07, 0.01], [-0.03, 0.04, 0.10], [-0.04, -0.20, -0.09], [0.01, -0.05, 0.21], [-0.01, 0.14, -0.14], [-0.18, 0.34, 0.43], [-0.14, -0.43, -0.33], [0.59, -0.26, -0.68], [0.00, 0.00, 0.01], [0.02, 0.02, 0.01], [0.01, 0.00, 0.00], [0.01, -0.02, 0.03], [-0.01, 0.00, 0.00], [0.02, 0.00, 0.00], [0.02, 0.03, 0.05], [0.00, -0.08, 0.04]], "mulliken_charge": [1.801, -1.026, -0.398, -0.527, 0.384, 0.116, -0.209, -0.563, 0.286, -0.169, 0.230, -0.506, 0.368, -0.345, -0.781, -1.063, -0.404, 0.230, 0.212, -0.242, -0.672, -0.668, -0.240, 0.247, 0.451, 0.431, 0.547, 0.679, 0.562, 0.464, 0.577, 0.852, 0.550, 0.424, 0.423, 0.542, -0.233, 0.767, -0.245, -0.231, 0.397, -0.498, -0.870, -1.379, 0.831, -0.776, 0.087, -0.221, -0.907, -0.553, 0.919, -0.467, -1.140, 1.199, -0.665, -0.769, 0.416, 0.274, 0.323, 0.406, 0.470, 0.461, 0.415, 0.428], "total_charge": 1, "spin_multiplicity": 2, "lumo_energy_ha": [-0.151, -0.231], "s2": 0.77}

---

Record 2
{"formula": "C29H20F15GeN4O5STa", "method": "ωB97M-V/def2-TZVPD", "symbols": ["Ta", "C", "O", "C", "O", "N", "N", "H", "H", "H", "H", "H", "H", "C", "C", "C", "C", "C", "C", "O", "N", "C", "O", "N", "C", "O", "H", "H", "H", "H", "H", "H", "H", "H", "H", "H", "H", "F", "C", "C", "C", "F", "C", "F", "C", "F", "C", "F", "Ge", "S", "C", "C", "F", "C", "F", "C", "F", "C", "F", "C", "F", "C", "C", "F", "C", "F", "C", "F", "C", "F", "C", "F", "C", "H", "H", "H"], "positions_angstrom": [[1.020013, -0.640506, -0.336205], [2.589894, -1.249328, 4.347959], [3.521410, -1.391588, 3.247935], [3.116331, -1.176196, 2.043660], [1.943888, -0.887550, 1.736613], [4.081276, -1.242319, 1.123502], [3.740284, -1.147276, -0.219712], [3.202950, -1.197052, 5.240170], [1.942244, -2.121627, 4.397709], [2.005400, -0.339841, 4.233985], [4.989622, -1.592013, 1.393858], [3.942526, -2.026760, -0.688107], [4.275046, -0.398527, -0.648822], [-1.426628, -4.063530, 2.444116], [-2.291690, -3.995526, 1.189126], [-1.510018, -3.946818, -0.167298], [-2.534037, -4.007690, -1.319160], [-1.905113, -3.956287, -2.708868], [-0.613374, -5.184163, -0.198582], [-1.029672, -6.278768, -0.426167], [0.747510, -4.994031, 0.115431], [1.380408, -3.798662, 0.236972], [2.571075, -3.654731, 0.427071], [0.579404, -2.665651, 0.064566], [-0.721245, -2.693012, -0.227689], [-1.171784, -1.554186, -0.552631], [-2.076262, -4.125057, 3.315614], [-0.797790, -3.176452, 2.559102], [-0.793354, -4.950947, 2.457371], [-2.940403, -3.118802, 1.228280], [-2.925845, -4.880159, 1.135703], [-3.231181, -3.177943, -1.196691], [-3.089171, -4.936925, -1.203367], [-1.452258, -2.983296, -2.912041], [-2.676687, -4.124534, -3.457609], [-1.148723, -4.731874, -2.841303], [1.321709, -5.828336, 0.154128], [0.975692, 5.728104, -1.689672], [0.628471, 4.864296, -2.636287], [0.260017, 3.577516, -2.287255], [0.029091, 2.661462, -3.307525], [-0.269085, 1.388643, -2.942294], [0.107796, 3.000746, -4.638186], [-0.085749, 2.096133, -5.586561], [0.410380, 4.319769, -4.966304], [0.462634, 4.682157, -6.227103], [0.681444, 5.248176, -3.969413], [1.012834, 6.484217, -4.288690], [0.198808, 2.788095, -0.495962], [2.028835, 1.458523, -0.753693], [-1.610926, 2.035204, -0.134306], [-2.717432, 2.736559, -0.598267], [-2.526702, 3.778406, -1.403159], [-4.008486, 2.393056, -0.223568], [-5.040377, 3.082664, -0.661154], [-4.208561, 1.312149, 0.629033], [-5.423349, 0.957920, 0.977758], [-3.118026, 0.606551, 1.122121], [-3.281542, -0.422163, 1.943719], [-1.855801, 1.002246, 0.741029], [-0.776244, 0.325536, 1.267586], [0.570711, 3.835085, 1.121876], [1.300927, 3.337357, 2.191121], [1.678907, 2.046483, 2.171088], [1.589915, 4.121027, 3.289256], [2.284057, 3.638151, 4.310781], [1.131163, 5.433722, 3.318263], [1.416228, 6.194683, 4.351433], [0.345788, 5.939114, 2.288136], [-0.126917, 7.168436, 2.357943], [0.061990, 5.121833, 1.208222], [-0.761351, 5.523674, 0.237940], [1.461973, -1.449450, -2.402095], [1.859695, -2.465349, -2.372917], [2.157230, -0.833239, -2.970271], [0.520237, -1.479553, -2.961237]], "forces_ev_per_a": [[0.74, -0.66, 0.22], [-0.29, 0.03, 0.30], [0.10, -0.02, -0.04], [0.37, 0.00, -0.16], [-1.56, 0.38, -1.57], [0.31, 0.03, 0.15], [-1.13, 0.06, -0.27], [0.06, 0.01, -0.06], [0.03, 0.00, -0.11], [0.05, 0.00, -0.05], [0.06, -0.02, -0.02], [-0.15, -0.14, 0.00], [-0.04, 0.07, -0.08], [-0.10, 0.02, -0.07], [0.20, 0.12, 0.21], [-0.61, -0.14, -0.08], [0.19, 0.06, -0.22], [-0.04, -0.01, 0.10], [0.19, 0.16, 0.02], [-0.04, 0.01, 0.06], [-0.09, -0.04, -0.05], [0.30, 0.07, 0.01], [-0.21, -0.18, 0.00], [0.59, -0.19, 0.15], [0.32, -0.32, -0.03], [1.20, 1.11, -0.08], [0.04, 0.05, 0.03], [0.02, 0.00, 0.04], [0.02, 0.00, 0.01], [-0.03, -0.02, -0.07], [-0.01, 0.01, -0.10], [-0.04, -0.04, 0.07], [0.00, 0.01, 0.08], [0.00, 0.01, -0.02], [0.05, 0.03, -0.06], [-0.02, -0.03, -0.01], [0.01, -0.02, 0.01], [0.03, 0.17, -0.11], [0.00, -0.27, 0.02], [0.11, -0.51, 0.33], [-0.02, 0.26, 0.34], [-0.11, -0.02, -0.30], [-0.02, -0.09, -0.03], [-0.07, 0.04, -0.02], [0.01, -0.02, 0.15], [0.04, 0.00, -0.10], [0.01, 0.04, 0.14], [0.01, 0.04, -0.06], [-0.71, 1.04, 0.25], [-0.68, -1.51, 0.34], [0.56, -0.01, -0.12], [0.18, -0.13, -0.01], [-0.24, -0.02, -0.01], [0.04, 0.01, 0.00], [-0.03, -0.01, -0.04], [0.14, 0.05, -0.03], [-0.08, 0.00, 0.02], [0.16, -0.07, 0.08], [-0.07, -0.04, 0.00], [-0.20, 0.24, -0.24], [0.63, -0.25, -0.22], [0.10, -0.23, -0.40], [-0.29, 0.24, -0.24], [0.23, -0.03, 0.24], [0.01, 0.00, -0.03], [0.02, -0.04, 0.01], [-0.02, -0.01, -0.05], [-0.01, 0.02, 0.07], [-0.03, -0.02, -0.09], [-0.02, 0.02, 0.01], [0.06, -0.35, 0.05], [0.00, 0.26, 0.11], [0.01, 0.53, 1.12], [-0.06, 0.00, 0.20], [-0.04, 0.15, 0.12], [-0.13, 0.12, 0.20]], "mulliken_charge": [1.386, -0.657, -0.463, 0.631, -0.649, -0.106, -0.532, 0.297, 0.305, 0.258, 0.267, 0.319, 0.350, -1.175, -1.150, 2.364, -1.276, -1.158, -0.317, -0.507, 0.071, -0.147, -0.628, 1.181, -0.014, -0.783, 0.514, 0.142, 0.327, 0.386, 0.517, 0.449, 0.573, 0.159, 0.511, 0.303, 0.323, -0.266, 0.008, 0.019, 0.149, -0.129, 0.025, -0.274, 0.621, -0.254, 0.215, -0.261, 0.278, -0.513, 0.372, 0.813, -0.298, 0.035, -0.250, 0.649, -0.264, -0.059, -0.327, -0.237, -0.307, -0.156, 0.231, 0.266, -0.268, -0.272, 0.603, -0.259, -0.014, -0.250, 0.703, -0.307, -1.330, 0.416, 0.481, 0.338], "total_charge": 2, "lumo_energy_ha": -0.313}